The following is a DFT calculation (ωB97M-V/def2-TZVPD) of C5H4FNS in the gas phase at a distorted geometry.

```
12
Properties=species:S:1:pos:R:3:lowdin_charge:R:1
C 0.02 -0.24 0.36 -0.380
C -0.17 1.23 0.10 -0.195
C -1.57 -0.32 0.03 -0.757
C 1.11 -1.07 -0.38 -0.002
C 2.36 -1.62 -0.49 0.084
H -0.31 1.92 1.03 0.155
H 0.61 1.84 -0.48 0.150
H -2.01 1.47 -1.16 0.227
H 3.53 -2.14 -0.54 0.124
N -1.40 0.95 -0.39 -0.014
F 0.44 -0.44 1.73 -0.037
S -2.62 -1.58 0.17 0.646
```

**Kohn-Sham gap**: 0.3293 Eh
**Lowest unoccupied orbital energy**: 0.2 eV
**SMILES**: C#C[C@@]1(F)CNC1=S
**Max |F|**: 0.1738 Eh/bohr
**HOMO level**: -8.797 eV
**ΔE to the lowest compared entry with this formula, charge and spin**: 145.7 kcal/mol
**Total charge**: 0
**DFT total energy**: -745.50383 Eh